Entry from OMol25: a cluster of 2 separate species, H6N4O2 in total in a non-equilibrium geometry (ωB97M-V with the def2-TZVPD basis set).

The geometry in XYZ format:
```
12
Properties=species:S:1:pos:R:3:forces:R:3:lowdin_charge:R:1
N 0.834 -0.290 2.305 -0.274 0.235 0.657 0.0398
N -0.048 0.181 -2.652 2.976 0.895 0.172 -0.0138
N -0.298 0.455 1.785 2.144 -0.610 2.269 -0.2380
N -0.753 -0.717 -1.845 -1.750 1.502 0.067 -0.2507
O -0.224 0.922 0.643 -0.483 0.806 -0.176 -0.0984
O -0.295 -0.885 -0.663 -1.016 -1.043 -0.936 -0.0996
H 1.578 -0.168 1.627 0.123 0.123 0.277 0.0719
H 1.099 -0.032 3.299 -0.436 0.087 -1.877 0.0999
H 0.902 -0.185 -2.426 -0.342 0.516 -1.029 0.0834
H 0.074 1.170 -2.243 -1.070 -1.757 -0.150 0.1062
H -1.096 0.081 2.271 -1.102 0.095 -0.703 0.1353
H -1.774 -0.531 -2.102 1.229 -0.851 1.428 0.1641
```
Forces are in eV/Å.

Calculated values
ΔE to the lowest compared entry with this formula, charge and spin: 2.8579 eV
LUMO (alpha / beta): 0.51 / 1.08 eV
HOMO (alpha / beta): -7.70 / -8.54 eV
charge: 0
Kohn-Sham gap (alpha / beta): 8.2 / 9.6 eV
molecular weight: 94.07 g mol⁻¹